(1)
DFT (ωB97M-V with the def2-TZVPD basis set) results for one molecule with the formula C3H4N2O at a distorted geometry.

```
! RIJCOSX wB97M-V def2-TZVPD def2/J DEFGRID3
* xyz 0 1
N 1.748 -0.279 0.300
C 0.414 -0.098 0.045
C -0.389 1.009 0.107
N -1.634 0.657 -0.292
C -1.611 -0.620 -0.519
O -0.329 -1.155 -0.329
H 2.175 -1.083 -0.133
H 2.302 0.563 0.239
H -0.223 1.983 0.528
H -2.452 -0.976 0.053
*
```

Calculated values
**HOMO energy**: -8.184 eV
**Energy relative to the best compared isomer or geometry (same formula, charge and spin)**: 1.948 eV
**Electronic energy**: -8201.9372 eV
**HOMO-LUMO gap**: 9.0 eV
**SMILES**: Nc1cnco1
**LUMO level**: 0.81 eV

Per-atom natural (NBO) charges, elementary charge units: -0.81 0.46 -0.23 -0.39 0.17 -0.43 0.40 0.39 0.21 0.21

***

(2)
DFT (ωB97M-V with the def2-TZVPD basis set) results for a 2-piece molecular cluster, C10H16 overall at a distorted geometry.

```
! RIJCOSX wB97M-V def2-TZVPD def2/J DEFGRID3
* xyz 1 2
C -1.462 -0.815 -0.919
C -1.604 0.128 -2.226
C 0.029 -0.937 -0.530
C 0.688 -2.144 -0.808
C 0.814 0.124 -0.003
C 1.996 -2.305 -0.476
C 2.134 -0.057 0.302
C 2.735 -1.284 0.105
H -2.170 -0.356 -0.168
H -2.002 -1.677 -1.087
H -2.553 0.715 -2.128
H 0.364 -2.965 -1.412
H 0.369 1.114 0.228
H 2.416 -3.298 -0.649
H 2.570 0.745 0.823
H 3.717 -1.358 0.616
H -1.464 -0.421 -3.106
H -0.841 0.882 -2.178
C -1.960 3.381 2.460
C -1.601 2.210 1.515
H -2.630 3.000 3.216
H -1.045 3.841 3.158
H -2.698 4.154 2.109
H -2.247 2.225 0.718
H -1.873 1.261 2.065
H -0.535 2.327 1.273
*
```

Calculated values
**HOMO energy (spin up / spin down)**: -14.060 / -14.059 eV
**Energy relative to the best compared isomer or geometry (same formula, charge and spin)**: 1.774 eV
**Electronic energy**: -10619.0992 eV
**HOMO-LUMO gap (spin up / spin down)**: 9.9 / 5.7 eV
**LUMO level (spin up / spin down)**: -4.19 / -8.32 eV

Per-atom natural (NBO) charges, elementary charge units: -0.48 -0.57 0.26 -0.21 -0.14 -0.16 -0.21 0.02 0.27 0.24 0.25 0.26 0.26 0.25 0.25 0.25 0.23 0.21 -0.63 -0.63 0.21 0.22 0.23 0.21 0.21 0.19

***

(3)
DFT (ωB97M-V with the def2-TZVPD basis set) results for one molecule with the formula C2H6N4O2 at a distorted geometry.

```
! RIJCOSX wB97M-V def2-TZVPD def2/J DEFGRID3
* xyz 0 1
N 0.752 -2.110 -0.536
N 0.780 -0.922 0.336
C -0.094 -0.099 -0.075
N -1.160 -0.378 -0.830
O -1.595 0.746 -1.675
C -0.085 1.339 0.578
N 0.940 1.359 1.567
O -0.714 2.337 0.152
H 1.162 -2.872 -0.070
H -0.160 -2.429 -0.461
H -1.152 -1.150 -1.632
H -1.759 1.396 -0.928
H 1.436 2.208 1.922
H 1.648 0.577 1.655
*
```

Calculated values
**HOMO energy**: -9.174 eV
**Energy relative to the best compared isomer or geometry (same formula, charge and spin)**: 3.367 eV
**Electronic energy**: -12223.2853 eV
**HOMO-LUMO gap**: 9.7 eV
**SMILES**: N/N=C(\NO)C(N)=O
**LUMO level**: 0.51 eV

Per-atom natural (NBO) charges, elementary charge units: -0.65 -0.32 0.27 -0.36 -0.57 0.65 -0.84 -0.60 0.35 0.32 0.41 0.49 0.41 0.43

***

(4)
DFT (ωB97M-V with the def2-TZVPD basis set) results for C8H20CaN9O10 as an isolated structure at a distorted geometry.

```
! RIJCOSX wB97M-V def2-TZVPD def2/J DEFGRID3
* xyz -1 1
Ca 1.057 0.396 0.047
O -0.251 -0.221 -3.980
C -0.244 0.897 -3.179
O -1.220 1.675 -3.293
O 0.732 1.022 -2.392
H -0.998 -0.006 -4.564
C 2.276 2.494 1.503
O 1.084 1.977 1.644
O 2.947 1.764 0.681
O 2.661 3.493 2.170
C -2.571 0.686 0.212
O -1.354 0.625 0.150
N -3.413 0.901 -0.848
N -3.223 0.595 1.416
H -2.982 0.951 -1.761
H -4.367 1.112 -0.660
H -4.217 0.480 1.459
H -2.726 0.490 2.280
C 0.557 -2.237 2.453
O 0.770 -1.311 1.678
N 0.391 -3.510 1.991
N 0.355 -2.053 3.776
H 0.680 -3.673 1.044
H -0.082 -4.218 2.516
H 0.301 -2.839 4.390
H 0.508 -1.101 4.072
C -0.904 4.781 1.272
O -1.729 5.679 1.013
N -0.772 3.688 0.480
N -0.049 4.837 2.321
H -1.264 3.696 -0.394
H 0.032 3.065 0.611
H 0.765 4.221 2.409
H -0.019 5.718 2.799
C 3.335 -1.791 -1.320
O 2.705 -0.954 -0.685
N 3.248 -1.829 -2.667
N 4.060 -2.798 -0.722
H 2.666 -1.158 -3.144
H 3.631 -2.655 -3.085
H 4.187 -3.580 -1.334
H 4.054 -2.888 0.275
C -2.102 -3.028 -2.001
C -0.954 -2.276 -1.471
N -0.164 -1.640 -0.940
H -2.169 -3.138 -3.078
H -2.996 -2.434 -1.777
H -2.229 -3.905 -1.369
*
```

Calculated values
**HOMO energy**: -3.203 eV
**Electronic energy**: -60955.8656 eV
**HOMO-LUMO gap**: 4.9 eV
**LUMO level**: 1.71 eV

Per-atom natural (NBO) charges, elementary charge units: 1.80 -0.76 0.95 -0.81 -0.83 0.48 0.94 -1.01 -0.94 -0.82 0.80 -0.70 -0.86 -0.84 0.44 0.38 0.37 0.41 0.79 -0.68 -0.86 -0.84 0.41 0.38 0.39 0.43 0.77 -0.76 -0.86 -0.86 0.39 0.43 0.45 0.37 0.80 -0.70 -0.83 -0.85 0.45 0.37 0.37 0.41 -0.72 0.33 -0.36 0.26 0.26 0.24

***

(5)
DFT (ωB97M-V with the def2-TZVPD basis set) results for C21H14BrN3OPbS5 as an isolated structure.

```
! RIJCOSX wB97M-V def2-TZVPD def2/J DEFGRID3
* xyz 0 1
Pb 0.666 -0.662 0.089
Br 0.703 -1.116 -7.782
C 0.813 -1.303 -5.899
C 1.594 -2.330 -5.347
C 1.684 -2.476 -3.991
C 1.010 -1.603 -3.091
O 1.167 -1.769 -1.827
C 0.204 -0.582 -3.672
C -0.622 0.321 -2.928
N -0.750 0.430 -1.647
C -1.786 1.268 -1.175
C -3.010 1.353 -1.789
C -4.023 2.200 -1.292
C -3.819 2.944 -0.169
C -2.587 2.847 0.521
C -2.321 3.559 1.712
C -1.126 3.395 2.349
C -0.190 2.499 1.794
N -0.393 1.837 0.685
C -1.572 2.000 0.031
C 0.130 -0.455 -5.078
H 2.126 -3.008 -6.002
H 2.286 -3.262 -3.555
H -1.225 0.987 -3.552
H -3.216 0.733 -2.652
H -4.972 2.241 -1.809
H -4.592 3.594 0.220
H -3.079 4.223 2.111
H -0.894 3.919 3.265
H 0.755 2.325 2.298
H -0.486 0.329 -5.501
S 2.610 -4.005 3.062
C 2.587 -2.312 3.620
C 2.713 -2.104 4.993
C 2.796 -0.804 5.454
C 2.735 0.238 4.539
C 2.592 -0.081 3.201
N 2.524 -1.328 2.740
H 2.731 -2.946 5.672
H 2.894 -0.605 6.513
H 2.795 1.271 4.854
H 2.538 0.701 2.450
S 1.420 -4.015 1.399
S -0.487 -4.321 2.100
S -1.224 -2.441 2.468
S -1.701 -1.687 0.618
*
```

Calculated values
**HOMO energy**: -7.518 eV
**Energy relative to the best compared isomer or geometry (same formula, charge and spin)**: 0.012 eV
**Electronic energy**: -157991.0742 eV
**HOMO-LUMO gap**: 6.9 eV
**LUMO level**: -0.59 eV

Per-atom natural (NBO) charges, elementary charge units: 1.29 0.04 -0.16 -0.17 -0.28 0.43 -0.82 -0.20 0.18 -0.59 0.23 -0.25 -0.19 -0.18 -0.08 -0.12 -0.26 0.08 -0.46 0.12 -0.17 0.23 0.23 0.17 0.22 0.22 0.22 0.22 0.23 0.19 0.22 0.14 0.06 -0.26 -0.15 -0.26 0.04 -0.45 0.23 0.22 0.22 0.19 0.01 -0.01 -0.03 -0.54

***

(6)
DFT (ωB97M-V with the def2-TZVPD basis set) results for one molecule with the formula C10H18O2 at a distorted geometry.

```
! RIJCOSX wB97M-V def2-TZVPD def2/J DEFGRID3
* xyz 0 1
C -1.632 -3.314 2.860
C -0.971 -2.506 1.741
C -1.973 -1.650 0.940
C -1.646 -0.146 0.923
C -0.904 0.341 -0.346
C 0.446 0.994 -0.036
C 0.876 2.024 -1.041
C 1.298 1.477 -2.410
C 2.577 2.242 -2.714
C 3.142 2.394 -1.299
O 4.284 2.277 -0.901
O 2.078 2.670 -0.498
H -1.755 -2.723 3.763
H -1.025 -4.173 3.128
H -2.606 -3.661 2.532
H -0.192 -1.874 2.157
H -0.486 -3.205 1.064
H -2.055 -2.031 -0.074
H -2.956 -1.765 1.392
H -1.045 0.067 1.804
H -2.560 0.428 1.047
H -0.773 -0.525 -0.988
H -1.556 1.029 -0.877
H 1.203 0.222 0.073
H 0.369 1.497 0.925
H 0.158 2.826 -1.173
H 1.486 0.409 -2.441
H 0.571 1.679 -3.192
H 2.362 3.262 -3.012
H 3.286 1.733 -3.348
*
```

Calculated values
**HOMO energy**: -10.108 eV
**Energy relative to the best compared isomer or geometry (same formula, charge and spin)**: 0.298 eV
**Electronic energy**: -14756.9742 eV
**HOMO-LUMO gap**: 11.0 eV
**SMILES**: CCCCCC[C@@H]1CCC(=O)O1
**LUMO level**: 0.87 eV

Per-atom natural (NBO) charges, elementary charge units: -0.60 -0.40 -0.40 -0.39 -0.40 -0.41 0.10 -0.43 -0.51 0.80 -0.56 -0.51 0.20 0.21 0.20 0.20 0.20 0.20 0.20 0.20 0.21 0.20 0.20 0.21 0.22 0.19 0.21 0.22 0.23 0.24